Formula: C12H12F3N4O4PS
Source: the Open Molecules 2025 dataset
Level of theory: ωB97M-V with the def2-TZVPD basis set

Atoms and positions in Å:
1 O -0.145 -2.828 2.624
2 N -0.563 -1.756 2.883
3 O -1.937 -1.744 2.715
4 C -2.291 -0.515 1.984
5 C -1.304 -0.378 0.757
6 C -1.467 -1.353 -0.378
7 P -2.793 -2.677 -0.348
8 O -2.227 -3.836 0.475
9 C -0.508 -1.273 -1.558
10 C 0.602 -0.275 -1.647
11 C 1.527 -0.368 -2.910
12 C 1.866 1.018 -3.586
13 O 3.288 0.978 -3.881
14 C 1.151 1.222 -5.009
15 F 1.965 0.690 -6.022
16 F -0.082 0.599 -5.109
17 F 1.037 2.584 -5.325
18 C 0.751 0.700 -0.503
19 N 1.716 1.701 -0.410
20 S 1.452 2.469 1.087
21 N 0.113 1.640 1.726
22 C -0.203 0.675 0.735
23 H -3.344 -0.587 1.583
24 H -2.197 0.324 2.737
25 H -3.090 -3.203 -1.640
26 H -3.964 -2.240 0.349
27 H -0.640 -2.010 -2.393
28 H 2.501 -0.859 -2.596
29 H 1.041 -1.070 -3.649
30 H 1.717 1.922 -2.931
31 H 3.571 1.838 -4.245
32 C 0.442 1.403 6.251
33 C 0.349 1.497 4.768
34 N 0.273 1.571 3.610
35 H -0.510 1.064 6.660
36 H 1.223 0.695 6.528
37 H 0.682 2.381 6.669

Calculated values
E: -2023.28357 Ha
Orbital gap: 7.011 eV
Highest occupied orbital energy: -8.3 eV

Formula: C12H12IrN6O6STe
Source: the Open Molecules 2025 dataset
Level of theory: ωB97M-V with the def2-TZVPD basis set

Atoms and positions in Å:
1 Ir -0.257 0.381 -0.292
2 O 1.873 4.284 0.159
3 C 1.414 3.064 0.101
4 O 0.227 2.781 -0.025
5 C 2.436 1.996 0.217
6 C 3.795 2.198 0.316
7 C 4.620 1.077 0.434
8 C 4.049 -0.181 0.463
9 C 2.668 -0.293 0.355
10 N 1.888 0.773 0.227
11 C 1.931 -1.603 0.369
12 O 2.476 -2.662 0.478
13 O 0.613 -1.455 0.243
14 H 1.149 4.923 0.052
15 H 4.199 3.200 0.307
16 H 5.691 1.199 0.507
17 H 4.632 -1.087 0.567
18 N -1.781 -1.527 -0.632
19 N -1.402 -2.107 -1.843
20 C -0.575 -1.470 -2.691
21 N -0.228 -2.107 -3.788
22 N -0.198 -0.217 -2.320
23 N 0.648 0.543 -3.184
24 O 0.855 0.162 -4.313
25 O 1.111 1.527 -2.665
26 H -1.451 -2.089 0.148
27 H -2.789 -1.405 -0.608
28 H -1.656 -3.067 -2.018
29 H -0.552 -3.045 -3.967
30 H 0.320 -1.624 -4.485
31 Te -2.260 1.707 1.134
32 C -3.193 0.327 2.264
33 C -4.301 0.625 3.062
34 C -4.753 -0.479 3.794
35 C -3.996 -1.603 3.572
36 S -2.723 -1.310 2.482
37 H -4.756 1.604 3.100
38 H -5.598 -0.461 4.466
39 H -4.126 -2.580 4.013

Calculated values
E: -2014.25723 Ha
Total charge: +2
2S+1: 6
Orbital gap (alpha / beta): 8.065 / 6.416 eV
Relative energy (zero: lowest compared OMol25 entry of this formula, charge and spin): 0.0 kcal per mole
Highest occupied orbital energy (alpha / beta): -14.6 / -15.6 eV

Formula: C12H13BClF4N3O3P
Source: the Open Molecules 2025 dataset
Level of theory: ωB97M-V with the def2-TZVPD basis set

Atoms and positions in Å:
1 O 0.965 2.136 1.312
2 B 0.617 1.500 0.149
3 O 1.516 0.800 -0.615
4 C -0.929 1.591 -0.322
5 C -1.780 0.546 0.325
6 C -1.279 -0.753 0.492
7 N -1.972 -1.711 1.074
8 P -1.165 -3.374 1.179
9 O -2.281 -3.935 2.172
10 Cl -1.784 -4.057 -0.634
11 N -3.179 -1.561 1.593
12 C -3.685 -0.357 1.480
13 C -3.062 0.724 0.837
14 C -3.823 2.040 0.770
15 F -3.432 2.798 1.812
16 F -3.507 2.704 -0.358
17 C -5.379 1.889 0.780
18 F -5.925 2.862 0.050
19 F -5.813 1.973 2.047
20 H 1.337 3.020 1.209
21 H 1.908 0.039 -0.163
22 H -0.960 1.432 -1.404
23 H -1.289 2.582 -0.072
24 H -0.287 -1.013 0.146
25 H -2.257 -4.908 2.172
26 H -4.659 -0.231 1.935
27 H -5.681 0.930 0.353
28 N 4.343 -1.026 -0.393
29 C 5.636 -0.732 -0.260
30 C 6.465 -0.442 -1.333
31 C 5.927 -0.454 -2.611
32 C 4.583 -0.754 -2.766
33 C 3.847 -1.033 -1.627
34 H 6.020 -0.733 0.753
35 H 7.508 -0.211 -1.168
36 H 6.545 -0.230 -3.471
37 H 4.118 -0.771 -3.741
38 H 2.793 -1.279 -1.701

Calculated values
E: -2080.78758 Ha
Total charge: +1
Orbital gap: 6.748 eV
Highest occupied orbital energy: -11.9 eV